# 1
The following is a quantum chemistry calculation of a cluster of 6 separate species, C42H52B2F15INO15S3 in total at a distorted geometry, from the Open Molecules 2025 dataset.

Positions of all 131 atoms, in Å:
I -0.927 -2.812 0.923
S -8.101 0.825 0.339
S -1.524 0.083 -1.459
S -5.859 2.586 0.117
F 4.250 7.264 -2.463
F 4.970 -6.915 -3.182
F 6.613 -5.719 -3.932
F 7.493 -3.941 5.051
F -9.445 0.762 -5.813
F 2.690 1.569 5.589
F -9.506 0.255 -3.715
F 9.070 -2.722 4.237
F 3.518 3.280 6.617
F 9.013 -4.832 3.798
F 4.124 6.833 -0.350
F 5.172 -6.565 -5.305
F 3.221 3.352 4.475
F 3.413 5.382 -1.788
F -7.985 1.604 -4.460
O 0.333 0.079 0.287
O 0.748 2.059 -2.722
O 6.835 -4.614 2.340
O -1.065 0.026 2.141
O 7.215 -2.401 2.235
O -10.734 3.044 -5.223
O 2.367 -3.389 2.315
O 4.000 -4.167 -4.931
O 2.678 -1.992 0.433
O 5.960 2.446 5.854
O 6.616 5.893 -0.794
O -10.223 2.741 -3.051
O 4.394 -4.371 -2.720
O 5.852 4.887 -2.661
O 4.981 1.090 4.344
N -5.513 -0.076 0.408
C 5.314 -6.010 -4.105
C -0.676 0.991 -0.061
C -6.661 -1.542 2.086
C -4.367 -0.940 2.387
C 1.062 3.426 -2.400
C -4.064 2.380 0.232
C 5.933 -4.525 1.214
C -6.486 0.974 0.337
C 4.358 6.295 -1.542
C -9.268 1.241 -4.583
C 4.467 -4.730 -3.987
C 7.121 4.236 -2.864
C 6.675 -0.549 4.984
C -5.912 -1.394 -3.089
C 3.576 2.561 5.497
C 6.255 0.512 3.992
C -5.056 -2.485 -3.048
C 3.659 -3.155 -2.430
C -0.107 2.719 -1.860
C -6.632 -2.297 3.253
C -5.426 -0.889 -0.778
C 2.169 -3.403 -2.381
C 7.246 2.999 -2.001
C 1.272 -1.051 2.364
C -2.139 2.191 1.913
C 5.002 2.025 5.274
C -12.481 3.547 -2.611
C 6.689 -4.494 -0.096
C -10.184 2.453 -4.341
C -5.541 -0.846 1.646
C -6.094 -0.598 -1.960
C 7.382 -3.478 2.727
C -0.041 2.337 -0.400
C -3.628 2.439 1.692
C -5.456 -2.385 3.994
C -4.395 -2.791 -1.865
C 8.254 -3.743 3.968
C -11.008 3.889 -2.683
C 5.760 5.666 -1.595
C -1.617 0.935 1.215
C -4.331 -1.701 3.553
C -4.580 -1.998 -0.742
B 2.111 -2.178 1.711
B -0.021 -0.696 1.445
H 1.941 3.414 -1.778
H -0.581 3.161 0.061
H 6.410 2.323 -2.181
H 1.936 -4.193 -1.666
H 1.009 -1.276 3.396
H 7.931 4.941 -2.680
H 5.897 -1.309 5.078
H 7.351 -5.357 -0.177
H -12.643 2.709 -1.933
H 5.989 -4.506 -0.931
H -1.999 2.014 2.977
H 1.015 2.320 -0.166
H 0.949 4.087 -3.242
H 5.282 -3.659 1.328
H -6.761 0.243 -2.032
H 5.310 -5.415 1.268
H -12.866 3.262 -3.590
H -7.580 -1.511 1.526
H 4.016 -2.829 -1.455
H 3.919 -2.386 -3.156
H -4.247 1.749 2.255
H 1.651 -2.493 -2.078
H -4.919 -3.065 -3.948
H -1.072 3.019 -2.237
H -3.844 1.430 -0.239
H 8.176 2.477 -2.225
H -13.048 4.406 -2.254
H -3.403 -1.765 4.101
H 7.242 3.256 -0.942
H -2.334 1.020 -1.980
H 6.835 -0.125 5.976
H 6.116 0.073 3.007
H 1.987 -1.930 -0.234
H -7.502 -2.839 3.587
H -3.894 3.437 2.041
H -5.399 -2.984 4.890
H -6.422 -1.157 -4.009
H -3.461 -0.446 2.085
H 7.005 1.297 3.902
H -10.638 4.188 -1.705
H 7.143 3.970 -3.918
H -3.720 -3.630 -1.842
H 7.595 -1.023 4.660
H -1.589 3.105 1.693
H 1.776 -3.709 -3.350
H -3.570 3.164 -0.341
H -2.510 0.430 0.843
H 1.873 -0.134 2.383
H 7.305 -3.597 -0.173
H 2.415 -4.078 1.648
H -4.033 -2.270 0.145
H -10.817 4.706 -3.378

For the total energy, the calculation gives -5855.2772 a.u. For the HOMO energy, the calculation gives -5.522 eV. The total charge is -1. Its multiplicity is 1. As for the lowest unoccupied orbital energy: 1.620 eV. For the orbital gap, the calculation gives 7.1 eV.



# 2
The following is a quantum chemistry calculation of a structure of composition C42H52BN11OPbS5 at a distorted geometry, from the Open Molecules 2025 dataset.

Positions of all 113 atoms, in Å:
Pb 2.282 0.695 -2.385
S 5.042 0.629 -3.235
S 3.106 -0.858 -0.190
S 2.950 -1.310 -4.238
S 1.351 2.501 0.914
S -1.068 1.333 -1.291
O 1.226 7.922 -5.223
N -1.886 0.027 2.364
N 8.156 -1.770 -4.277
N 1.049 0.222 2.268
N 0.984 -0.657 3.372
N 1.479 5.543 -3.684
N 1.997 3.193 -2.946
N -0.680 -2.313 0.354
N 5.063 -4.106 -5.442
N -1.327 0.232 1.169
N -0.919 0.320 -2.643
N 0.440 -1.454 0.353
C -3.786 -0.598 3.709
C -0.532 -3.527 -0.066
C -1.990 0.703 0.099
C -1.747 0.547 -6.094
C 1.561 1.470 2.261
C -3.972 0.491 1.431
C 2.581 7.451 -4.869
C 1.113 -1.110 6.605
C -3.164 -0.023 2.491
C -2.444 1.759 -6.200
C -1.551 -5.397 1.195
C 0.428 6.785 -5.566
C 3.091 -3.719 -1.104
C -2.334 1.975 -3.783
C 1.733 -0.354 4.344
C 1.792 4.283 -3.350
C 0.237 5.787 -4.421
C -2.022 -5.145 -1.221
C 3.447 -1.192 5.763
C 0.631 -4.020 -0.635
C 2.404 1.823 3.391
C 4.601 -0.911 -3.929
C 6.995 -1.673 -4.387
C 2.529 6.569 -3.599
C -5.227 -1.053 3.352
C 1.693 -1.852 -0.180
C -2.918 -1.829 4.134
C -3.025 -3.572 0.360
C 1.813 -2.758 4.720
C 3.052 3.198 3.460
C -3.389 0.748 0.180
C 1.747 -3.219 -0.639
C -2.842 2.400 -5.046
C -1.405 -0.019 -4.889
C -1.532 0.811 -3.722
C -1.745 -4.377 0.029
C 2.337 0.924 4.460
C 5.589 -1.776 -4.459
C -4.318 1.038 -0.970
C 2.007 -1.386 5.386
C -3.851 0.409 4.860
C 5.245 -3.061 -4.952
B 0.122 -0.160 1.112
H 0.794 6.378 -6.510
H 0.733 -3.129 4.645
H -2.414 2.618 -2.871
H -4.385 1.335 4.526
H -4.556 0.054 5.688
H 2.325 -2.650 3.697
H -1.263 -5.808 -1.561
H -3.349 -2.968 -0.536
H -5.852 -0.100 3.082
H 4.074 3.150 3.017
H -5.717 -1.636 4.159
H -0.523 6.208 -3.696
H 3.124 -4.817 -1.226
H 3.318 -3.147 -2.056
H 3.133 3.548 4.493
H 0.844 -2.035 7.122
H -5.074 -1.543 2.360
H 3.225 8.329 -4.646
H -0.774 -0.916 -4.901
H -3.841 -4.238 0.612
H 3.510 6.081 -3.480
H 3.870 -3.369 -0.375
H -2.889 -2.550 3.279
H -1.898 -1.396 4.397
H -5.367 1.016 -0.627
H -3.267 -2.428 4.997
H 2.792 1.171 5.407
H -0.676 -6.041 0.981
H 3.813 -1.990 6.430
H 0.107 -0.692 6.346
H -2.434 -6.025 1.173
H 2.535 3.918 2.848
H -2.310 -4.513 -2.105
H -4.124 2.026 -1.473
H 2.412 7.222 -2.720
H -1.377 -4.941 2.166
H -3.504 3.298 -5.017
H -5.024 0.772 1.552
H 3.594 -0.257 6.319
H -4.204 0.352 -1.756
H 2.318 -3.546 5.296
H -2.904 -2.889 1.230
H 4.079 -1.040 4.870
H 0.707 -5.033 -0.804
H -2.904 -5.816 -1.083
H 3.132 6.898 -5.727
H -1.341 0.048 -6.994
H -0.551 7.222 -5.807
H -2.616 2.243 -7.179
H 1.524 -0.445 7.395
H -2.906 0.689 5.322
H -0.122 4.793 -4.755

For the total energy, the calculation gives -4517.7357 a.u. For the HOMO energy (alpha / beta), the calculation gives -1.067 / -0.699 eV. The total charge is -2. Its multiplicity is 1. As for the lowest unoccupied orbital energy (alpha / beta): 3.477 / 3.477 eV. For the orbital gap (alpha / beta), the calculation gives 4.5 / 4.2 eV. As for the energy relative to the best compared isomer or geometry (same formula, charge and spin): 2.4261 eV.



# 3
The following is a quantum chemistry calculation of a structure of composition C42H52GeLaN6O8Se2 at a distorted geometry, from the Open Molecules 2025 dataset.

Positions of all 112 atoms, in Å:
La 0.254 -2.048 0.858
Se -1.095 3.131 1.880
Se -3.126 0.859 2.006
Ge -0.251 2.525 -4.517
O 1.486 -3.403 -0.526
O 1.314 -0.228 2.821
O -0.082 -6.582 -3.504
O 0.667 -0.202 -0.448
O 1.567 -4.831 -2.294
O -1.401 -0.928 -0.799
O -0.241 -2.949 3.133
O -2.220 -6.989 -3.213
N -1.018 -4.258 0.176
N 4.048 -3.005 0.364
N -0.388 -1.770 5.116
N 2.726 -1.611 1.668
N -2.441 -5.546 -0.875
N 3.607 -0.148 3.248
C 3.504 1.909 -6.533
C 2.145 3.222 -7.952
C -0.201 -1.718 6.551
C -0.427 -4.696 -1.012
C -1.287 -5.549 -1.648
C 3.967 -2.038 1.300
C 1.123 -3.938 7.131
C 1.195 2.474 -5.812
C 4.904 -0.574 2.923
C 1.086 3.130 -7.035
C -4.557 -0.120 2.852
C 0.600 3.078 2.798
C 3.425 0.964 4.231
C 2.504 -0.644 2.540
C -3.356 4.811 -6.271
C 5.121 -1.388 1.884
C 0.981 -4.332 -1.290
C -2.143 4.333 -5.731
C -4.385 2.721 -5.644
C 0.954 6.103 -1.569
C 3.358 2.596 -7.696
C -0.759 4.805 -2.670
C -3.565 2.446 3.174
C -0.635 1.056 -2.042
C 0.674 -4.712 5.868
C 1.128 -2.400 6.993
C -0.393 5.817 -1.807
C -2.033 3.074 -5.136
C -0.319 -2.943 4.411
C -3.083 -4.828 1.444
C -2.191 2.913 3.597
C -1.213 -6.425 -2.834
C 0.021 0.861 -3.410
C 1.910 5.485 -2.382
C -2.180 -4.865 0.258
C -0.491 -0.103 -1.060
C 2.440 1.842 -5.574
C 0.199 4.096 -3.413
C -0.573 -4.209 5.174
C 1.542 4.449 -3.279
C -4.485 3.950 -6.304
C -3.200 2.256 -5.103
H -4.190 2.110 4.081
H -3.138 1.245 -4.687
H 1.859 -2.159 6.197
H 0.102 3.453 -7.395
H -0.503 0.092 -3.981
H 0.506 -5.770 6.153
H -1.057 -2.204 7.039
H -1.279 -3.996 5.966
H 3.167 -3.365 -0.075
H -1.209 6.411 -1.398
H 6.123 -1.611 1.489
H -0.242 1.911 -1.455
H -0.202 -0.656 6.855
H 1.571 -4.758 5.247
H 2.559 1.326 -4.631
H -5.283 2.116 -5.655
H 2.981 5.683 -2.335
H 1.329 -1.909 7.942
H -5.392 4.235 -6.843
H -0.113 -0.997 4.540
H -1.823 4.673 -2.769
H -4.104 -4.733 1.148
H 4.402 1.382 -6.323
H -4.094 3.229 2.605
H -0.992 -4.951 4.478
H 2.093 3.805 -8.870
H -2.089 3.878 4.034
H -1.593 2.159 4.187
H -2.741 -3.961 2.038
H -5.391 0.571 3.034
H -3.357 5.884 -6.554
H 4.944 -3.357 0.093
H -2.901 -5.689 2.056
H 5.715 -0.174 3.526
H 2.065 -4.299 7.472
H -1.715 1.274 -2.134
H 3.258 1.904 3.723
H 1.078 2.134 2.516
H 2.524 0.740 4.821
H 0.622 -5.905 -3.234
H -4.799 -0.902 2.150
H -3.260 -6.152 -1.039
H 0.463 3.069 3.865
H 0.423 -4.148 7.963
H 1.249 6.787 -0.766
H -4.120 -0.462 3.819
H 4.154 2.564 -8.459
H 1.209 3.960 2.486
H -1.288 5.051 -5.649
H 2.338 3.946 -3.765
H 1.126 0.646 -3.389
H 4.304 0.991 4.868

For the total energy, the calculation gives -9473.5420 a.u. For the HOMO energy, the calculation gives -9.914 eV. The total charge is +1. Its multiplicity is 1. As for the lowest unoccupied orbital energy: -2.600 eV. For the orbital gap, the calculation gives 7.3 eV. As for the energy relative to the best compared isomer or geometry (same formula, charge and spin): 3.0983 eV.



# 4
The following is a quantum chemistry calculation of a structure of composition C42H52N4Os, from the Open Molecules 2025 dataset.

Positions of all 99 atoms, in Å:
Os 0.325 0.672 -0.135
N -2.836 1.226 0.641
N -5.331 1.334 0.970
N 1.700 0.369 1.282
N 1.567 2.270 -0.550
C 0.968 3.276 -2.728
C 1.239 -2.802 2.512
C 1.137 4.237 1.593
C -0.918 -5.888 -1.654
C -4.847 2.668 0.461
C 4.190 -4.662 -2.312
C 3.430 -5.588 -1.606
C 1.020 4.377 -3.573
C -3.146 1.106 2.073
C 3.906 0.647 1.776
C -2.981 -5.277 0.106
C -0.044 -2.356 -0.894
C -3.341 2.511 0.139
C 2.001 5.013 0.583
C -0.886 -4.670 -0.960
C 2.126 -5.293 -1.245
C 3.351 -0.272 2.660
C -0.401 -0.941 2.915
C 1.058 -1.376 3.067
C 1.774 4.678 -0.899
C 2.341 -3.126 -2.279
C -0.226 -1.160 -0.669
C 1.828 5.748 -1.794
C 0.373 1.984 -3.261
C 3.478 5.035 1.010
C -5.013 0.246 -0.028
C 1.414 -1.370 4.561
C 2.000 -0.443 2.343
C 0.193 -3.710 -1.156
C -1.960 -6.781 -1.467
C -0.955 1.668 -2.557
C -4.678 1.023 2.292
C 3.639 -3.428 -2.647
C -1.948 -4.378 -0.085
C -2.990 -6.485 -0.583
C 1.485 5.605 -3.125
C 1.357 0.811 -3.334
C 2.766 2.032 -0.032
C -3.469 0.124 -0.096
C 1.425 3.424 -1.413
C 2.882 1.042 0.927
C 1.554 -4.056 -1.580
H -5.456 0.540 -0.976
H 4.116 5.453 0.227
H 2.114 6.726 -1.415
H 3.845 4.036 1.262
H 0.082 2.196 -4.289
H -5.039 3.399 1.240
H -2.671 0.217 2.473
H 1.692 0.462 -2.355
H 0.905 -0.047 -3.840
H -0.585 0.004 3.440
H -2.777 3.325 0.590
H -1.423 0.762 -2.945
H -1.640 2.513 -2.633
H 0.654 -1.927 5.113
H -1.052 -1.711 3.340
H -5.493 -0.667 0.312
H 1.577 3.279 1.878
H -5.008 0.030 2.585
H 3.859 -0.768 3.472
H 1.662 6.045 0.651
H -0.675 -0.827 1.865
H -3.128 -0.819 0.330
H 4.927 1.013 1.760
H -3.181 2.551 -0.937
H 3.859 -6.545 -1.331
H -3.139 0.148 -1.133
H -6.338 1.378 1.100
H 1.909 -2.169 -2.554
H 0.668 -3.509 3.122
H -3.800 -7.192 -0.435
H -1.973 -7.712 -2.022
H 5.207 -4.899 -2.601
H -1.932 -3.440 0.459
H 1.554 -6.011 -0.671
H 1.539 6.451 -3.802
H -3.784 -5.045 0.798
H 3.601 5.652 1.904
H 4.226 -2.707 -3.204
H 0.688 4.269 -4.601
H 2.251 1.107 -3.885
H -5.439 2.925 -0.412
H -2.729 1.969 2.593
H 1.036 4.826 2.507
H 1.457 -0.354 4.963
H -0.851 1.531 -1.459
H -0.139 -6.115 -2.371
H 2.374 -1.857 4.746
H 3.623 2.622 -0.342
H 0.131 4.057 1.201
H 0.889 -2.869 1.480
H -5.041 1.740 3.022
H 2.290 -3.100 2.535

For the total energy, the calculation gives -1940.6356 a.u. For the HOMO energy (alpha / beta), the calculation gives -11.013 / -12.904 eV. The total charge is +2. Its multiplicity is 5. The expectation value of S² is 6.0573. As for the lowest unoccupied orbital energy (alpha / beta): -5.337 / -6.941 eV. For the orbital gap (alpha / beta), the calculation gives 5.7 / 6.0 eV. As for the energy relative to the best compared isomer or geometry (same formula, charge and spin): 1.2008 eV.